Record 1
Density functional theory data (ωB97M-V/def2-TZVPD) for C27H28AgO3P2S as an isolated structure.

Element x y z (Å)
Ag 0.070 -0.806 1.435
O 1.671 -1.127 -0.326
P 1.550 -2.622 -0.190
C -0.003 -3.240 -0.946
P -1.586 -2.564 -0.359
O -1.566 -1.060 -0.261
C -2.866 -3.242 -1.406
C -4.166 -2.780 -1.187
C -5.213 -3.278 -1.942
C -4.972 -4.239 -2.918
C -3.684 -4.698 -3.143
C -2.629 -4.196 -2.392
C -1.944 -3.342 1.227
C -2.073 -4.729 1.312
C -2.386 -5.330 2.517
C -2.572 -4.544 3.652
C -2.469 -3.165 3.571
C -2.171 -2.559 2.354
C 2.825 -3.519 -1.061
C 3.612 -4.499 -0.462
C 4.598 -5.140 -1.200
C 4.801 -4.802 -2.529
C 4.024 -3.818 -3.130
C 3.040 -3.176 -2.400
C 1.615 -3.097 1.548
C 2.252 -2.218 2.434
C 2.405 -2.573 3.769
C 1.919 -3.787 4.225
C 1.299 -4.671 3.347
C 1.160 -4.333 2.013
H -0.005 -4.332 -0.968
H 0.080 -2.892 -1.983
H -4.356 -2.028 -0.429
H -6.219 -2.917 -1.774
H -5.792 -4.626 -3.508
H -3.498 -5.442 -3.907
H -1.627 -4.556 -2.588
H -1.950 -5.344 0.426
H -2.495 -6.405 2.575
H -2.817 -5.013 4.596
H -2.638 -2.552 4.447
H -2.137 -1.477 2.288
H 3.468 -4.761 0.579
H 5.210 -5.900 -0.734
H 5.574 -5.299 -3.100
H 4.192 -3.547 -4.163
H 2.457 -2.388 -2.863
H 2.674 -1.292 2.061
H 2.917 -1.902 4.447
H 2.035 -4.057 5.266
H 0.934 -5.625 3.703
H 0.694 -5.034 1.333
C 0.824 1.040 5.498
S -0.207 1.561 4.150
C 0.992 2.541 3.278
O -0.429 0.323 3.315
H 1.653 0.464 5.084
H 0.216 0.423 6.155
H 1.182 1.919 6.034
H 1.196 3.445 3.851
H 0.539 2.807 2.324
H 1.902 1.960 3.125

Atoms 1-3, force components in eV/Å:
0.0 0.6 0.1
-0.1 -0.4 0.2
0.0 0.4 -0.2

Output
Lowest unoccupied orbital energy: -2.216 eV
Total charge: +1
Max |F|: 0.6 eV Å⁻¹
Relative energy (zero: lowest compared OMol25 entry of this formula, charge and spin): 21.27 kJ/mol

Here are the Löwdin charges for atoms 1 to 6, given in e: atom 1 (Ag): 0.768, atom 2 (O): -0.363, atom 3 (P): 0.690, atom 4 (C): -0.296, atom 5 (P): 0.706, atom 6 (O): -0.365

Record 2
Density functional theory data (ωB97M-V/def2-TZVPD) for C27H28AuN8OS as an isolated structure.

Element x y z (Å)
Au 0.266 2.153 -0.386
N 4.113 3.361 -0.497
C 4.496 2.020 -0.498
C 5.758 1.436 -0.522
C 5.794 0.061 -0.536
C 4.616 -0.706 -0.519
C 3.366 -0.126 -0.492
C 3.318 1.267 -0.485
N 2.260 2.190 -0.477
C 2.788 3.418 -0.480
C 1.888 4.552 -0.527
C 2.079 5.890 -0.629
S 0.574 6.686 -0.772
C -0.245 5.216 -0.685
N 0.555 4.183 -0.547
H 4.744 4.150 -0.482
H 6.662 2.030 -0.525
H 6.750 -0.443 -0.564
H 4.696 -1.785 -0.527
H 2.472 -0.729 -0.479
H 3.007 6.443 -0.642
H -1.321 5.134 -0.742
C -4.040 1.479 -1.457
N -3.939 2.251 -0.215
C -5.095 3.114 0.062
C -2.754 2.406 0.377
O -1.723 2.179 -0.394
N -2.669 2.709 1.673
C -3.762 2.432 2.620
C -1.443 3.142 2.329
H -5.044 1.064 -1.511
H -3.320 0.667 -1.456
H -3.877 2.108 -2.333
H -5.379 3.611 -0.865
H -4.854 3.871 0.800
H -5.947 2.527 0.406
H -4.493 1.764 2.179
H -4.246 3.352 2.946
H -3.330 1.946 3.494
H -0.708 3.490 1.611
H -1.017 2.331 2.925
H -1.672 3.968 3.002
N 0.012 -4.914 -1.268
C -0.007 -6.170 -0.729
C 0.023 -7.442 -1.307
C 0.001 -8.500 -0.434
C -0.012 -8.324 0.976
C -0.012 -7.082 1.543
C 0.003 -5.975 0.672
N 0.031 -4.647 0.957
C 0.029 -4.031 -0.211
C 0.039 -2.606 -0.299
C 0.038 -1.883 -1.510
C 0.071 -0.515 -1.491
N 0.093 0.170 -0.326
C 0.079 -0.497 0.858
C 0.052 -1.858 0.900
H 0.008 -4.706 -2.251
H 0.095 -7.592 -2.375
H -0.003 -9.505 -0.833
H -0.026 -9.201 1.609
H -0.050 -6.938 2.613
H 0.011 -2.376 -2.471
H 0.074 0.060 -2.408
H 0.090 0.098 1.761
H 0.038 -2.379 1.847

Atoms 1-3, force components in eV/Å:
-0.1 -0.1 0.2
0.0 -0.1 0.1
0.0 0.0 0.0

Output
Lowest unoccupied orbital energy: -10.132 eV
Total charge: +3
Max |F|: 0.5 eV Å⁻¹
Relative energy (zero: lowest compared OMol25 entry of this formula, charge and spin): 10.42 kJ/mol

Here are the Löwdin charges for atoms 1 to 6, given in e: atom 1 (Au): 1.434, atom 2 (N): 0.233, atom 3 (C): -0.145, atom 4 (C): 0.030, atom 5 (C): -0.021, atom 6 (C): -0.023

Record 3
Density functional theory data (ωB97M-V/def2-TZVPD) for C27H28CaN9O8S as an isolated structure in a non-equilibrium geometry.

Element x y z (Å)
Ca 0.363 0.174 -0.585
O 1.063 -1.461 -1.969
N 0.446 -2.560 -1.890
N -0.207 -2.728 -0.797
O -0.264 -1.885 0.220
C -0.956 -3.947 -0.655
C -0.534 -5.135 -1.214
C -1.319 -6.266 -1.033
C -2.495 -6.199 -0.296
C -2.891 -4.989 0.263
C -2.119 -3.849 0.088
H 0.382 -5.171 -1.787
H -0.999 -7.204 -1.467
H -3.098 -7.086 -0.153
H -3.806 -4.925 0.838
H -2.387 -2.891 0.507
C 2.388 -1.898 2.426
C 2.889 -0.660 1.776
N 2.304 -0.047 0.770
C 3.119 1.041 0.461
C 4.192 1.054 1.295
N 4.028 -0.029 2.121
C 5.407 1.889 1.484
O 5.527 2.945 0.717
O 6.221 1.558 2.322
C 2.808 1.973 -0.690
O 3.549 2.958 -0.828
O 1.848 1.649 -1.443
H 1.308 -1.962 2.306
H 2.645 -1.920 3.486
H 2.816 -2.783 1.952
H 4.689 -0.268 2.845
H 4.727 3.012 0.099
N -2.101 6.765 -3.367
C -1.906 5.739 -2.431
C -2.843 5.530 -1.418
C -2.644 4.542 -0.474
C -1.495 3.758 -0.525
C -0.551 3.961 -1.524
C -0.760 4.952 -2.470
S -1.271 2.485 0.652
O 0.177 2.335 0.887
O -2.108 2.842 1.766
N -1.617 1.064 0.009
C -2.692 0.756 -0.817
N -2.575 -0.456 -1.424
C -3.543 -0.749 -2.272
C -4.618 0.085 -2.541
C -4.643 1.270 -1.835
N -3.702 1.612 -0.965
H -3.070 7.003 -3.521
H -1.617 6.628 -4.242
H -3.734 6.146 -1.376
H -3.370 4.365 0.304
H 0.348 3.353 -1.566
H -0.020 5.116 -3.245
H -3.458 -1.710 -2.771
H -5.390 -0.182 -3.247
H -5.459 1.974 -1.967
C 1.189 -0.751 -5.675
C 1.451 0.565 -4.937
C 1.495 1.741 -5.917
C 2.756 0.486 -4.147
C 0.284 0.777 -4.031
N -0.639 0.959 -3.375
H 2.027 -0.955 -6.346
H 0.272 -0.693 -6.262
H 1.098 -1.577 -4.969
H 2.369 1.625 -6.561
H 1.583 2.688 -5.385
H 0.599 1.771 -6.538
H 3.545 0.236 -4.861
H 2.706 -0.282 -3.378
H 2.985 1.434 -3.666

Atoms 1-3, force components in eV/Å:
0.0 0.1 0.0
0.3 -0.1 -0.3
-0.4 -0.5 0.3

Output
Lowest unoccupied orbital energy: 2.543 eV
Total charge: -1
Max |F|: 1.9 eV Å⁻¹
Relative energy (zero: lowest compared OMol25 entry of this formula, charge and spin): 36.43 kJ/mol

Here are the Löwdin charges for atoms 1 to 6, given in e: atom 1 (Ca): 1.343, atom 2 (O): -0.275, atom 3 (N): -0.032, atom 4 (N): -0.247, atom 5 (O): -0.246, atom 6 (C): -0.183

Record 4
Density functional theory data (ωB97M-V/def2-TZVPD) for C27H28F3FeGeN4O3Se as an isolated structure in a non-equilibrium geometry.

Element x y z (Å)
Fe -1.417 -0.626 0.817
O 4.386 0.421 4.194
C 3.821 -0.686 4.083
O 4.216 -1.837 4.367
C 2.377 -0.632 3.514
C 1.629 -1.828 3.371
C 0.383 -1.751 2.828
N -0.168 -0.587 2.438
C 0.481 0.583 2.654
C 1.795 0.559 3.173
C -0.347 1.713 2.361
C 0.062 3.067 2.411
C -0.833 4.060 2.160
C -2.188 3.715 1.858
C -2.518 2.388 1.813
N -1.667 1.372 2.034
C -0.587 -2.872 2.622
C -0.286 -4.215 2.822
C -1.275 -5.154 2.621
C -2.540 -4.735 2.226
C -2.748 -3.385 2.031
N -1.804 -2.470 2.226
H 2.078 -2.758 3.693
H 2.363 1.464 3.342
H 1.090 3.302 2.657
H -0.526 5.098 2.202
H -2.936 4.473 1.671
H -3.539 2.095 1.577
H 0.710 -4.503 3.129
H -1.066 -6.206 2.768
H -3.342 -5.441 2.059
H -3.707 -3.010 1.695
F -3.111 4.338 -3.900
C -3.968 3.420 -3.424
F -4.457 2.737 -4.481
F -5.008 4.082 -2.875
C -3.321 2.495 -2.428
C -4.075 1.488 -1.843
C -3.461 0.642 -0.943
N -2.175 0.757 -0.605
C -1.469 1.734 -1.157
C -1.994 2.626 -2.078
H -5.119 1.351 -2.089
H -3.991 -0.180 -0.483
H -0.435 1.821 -0.834
H -1.371 3.402 -2.497
O -2.041 -1.728 -0.271
C 3.193 -1.900 -3.502
Ge 2.839 -0.009 -3.133
C 4.483 1.032 -3.420
C 1.437 0.645 -4.337
C 2.241 0.221 -1.279
Se 0.590 -0.815 -0.958
C 1.526 -2.332 -0.195
H 3.525 -2.023 -4.534
H 2.287 -2.488 -3.355
H 3.972 -2.281 -2.841
H 4.825 0.924 -4.450
H 5.273 0.686 -2.754
H 4.304 2.089 -3.223
H 1.750 0.538 -5.376
H 1.231 1.700 -4.147
H 0.519 0.077 -4.186
H 2.048 1.278 -1.086
H 2.998 -0.096 -0.563
H 2.217 -2.732 -0.932
H 0.788 -3.098 0.057
H 2.053 -2.014 0.706

Atoms 1-3, force components in eV/Å:
-1.5 -0.5 -0.4
0.0 -0.2 -0.1
-0.1 0.0 0.1

Output
Lowest unoccupied orbital energy (alpha / beta): 1.854 / 1.917 eV
Total charge: -1
<S²>: 6.178
Max |F|: 1.6 eV Å⁻¹
Relative energy (zero: lowest compared OMol25 entry of this formula, charge and spin): 230.58 kJ/mol
2S+1: 5

Here are the Löwdin charges for atoms 1 to 6, given in e: atom 1 (Fe): 0.559, atom 2 (O): -0.060, atom 3 (C): -0.695, atom 4 (O): -0.065, atom 5 (C): -0.103, atom 6 (C): 0.019

Record 5
Density functional theory data (ωB97M-V/def2-TZVPD) for C27H28FeN3O3S as an isolated structure in a non-equilibrium geometry.

Element x y z (Å)
C 0.438 -2.556 0.083
C 0.686 -1.531 1.185
C 0.466 -2.180 2.540
N 2.101 -1.039 1.080
C 2.106 0.144 0.567
S 3.560 1.045 0.274
C 4.463 0.183 1.686
C 5.838 0.728 1.800
N 6.904 1.187 1.859
C 0.709 0.730 0.293
C 0.528 2.114 0.912
C 0.422 0.755 -1.205
N -0.095 -0.296 0.982
C -1.418 -0.123 1.239
C -2.356 -1.120 1.374
C -3.790 -0.814 1.246
C -4.698 -1.698 0.615
C -6.070 -1.474 0.701
C -6.567 -0.372 1.409
C -5.677 0.554 1.962
C -4.300 0.370 1.825
H 1.195 -3.343 0.173
H -0.552 -3.010 0.186
H 0.524 -2.099 -0.910
H 1.191 -2.992 2.665
H 0.608 -1.453 3.345
H -0.540 -2.594 2.612
H 3.898 0.387 2.607
H 4.472 -0.891 1.459
H 1.306 2.782 0.524
H -0.451 2.522 0.640
H 0.625 2.067 2.003
H 1.091 1.480 -1.687
H 0.595 -0.231 -1.655
H -0.618 1.060 -1.377
H -1.721 0.927 1.250
H -2.066 -2.155 1.171
H -4.307 -2.561 0.069
H -6.766 -2.173 0.231
H -7.642 -0.233 1.535
H -6.044 1.423 2.515
H -3.602 1.100 2.243
O -5.588 -5.463 7.492
C -4.838 -4.906 6.796
Fe -4.264 -3.623 5.761
C -5.746 -3.209 4.821
O -6.710 -2.747 4.353
C -4.823 -2.374 6.854
O -5.414 -1.662 7.557
C -2.387 -1.480 3.922
C -1.660 -1.301 5.115
C -1.686 -2.073 6.260
C -2.355 -3.326 6.481
C -2.346 -4.342 5.458
C -2.792 -3.988 4.187
C -3.168 -2.662 3.794
H -2.683 -0.560 3.427
H -1.063 -0.379 5.181
H -1.120 -1.701 7.119
H -2.377 -3.667 7.533
H -2.060 -5.370 5.705
H -2.873 -4.774 3.426
H -3.968 -2.622 3.042

Atoms 1-3, force components in eV/Å:
0.2 -0.1 -0.4
1.3 -0.2 -0.1
0.1 0.2 0.2

Output
Lowest unoccupied orbital energy (alpha / beta): -3.181 / -6.040 eV
Total charge: +1
<S²>: 6.095
Max |F|: 5.5 eV Å⁻¹
2S+1: 5

Here are the Löwdin charges for atoms 1 to 6, given in e: atom 1 (C): 0.012, atom 2 (C): -0.494, atom 3 (C): 0.003, atom 4 (N): 0.136, atom 5 (C): -0.572, atom 6 (S): 1.007

Record 6
Density functional theory data (ωB97M-V/def2-TZVPD) for C27H28IN3O2W as an isolated structure in a non-equilibrium geometry.

Element x y z (Å)
C -1.302 -0.288 -0.134
C 0.297 0.430 1.945
H -2.164 -0.965 -0.111
H -0.398 -0.897 -0.086
H -1.326 0.200 -1.116
H 0.565 0.862 2.910
H 0.289 -0.659 2.058
H 1.089 0.688 1.232
C -3.980 1.435 -0.514
C -5.050 2.156 -1.012
C -5.144 3.532 -0.789
C -4.113 4.177 -0.123
H -3.899 0.354 -0.623
H -5.817 1.624 -1.571
H -5.997 4.105 -1.149
H -4.122 5.246 0.088
N -2.957 2.078 0.123
C -2.998 3.446 0.285
C -1.834 3.990 0.943
N -0.865 3.048 1.254
C 0.356 3.484 1.699
C -0.504 5.723 1.944
C 0.514 4.785 2.133
H 1.175 2.770 1.702
H 1.451 5.067 2.611
C -1.670 5.323 1.307
H -2.485 6.015 1.083
H -0.386 6.759 2.257
W -1.530 1.090 1.320
I -2.985 0.383 3.296
C 0.251 -4.681 2.096
C 1.267 -3.607 1.809
C 2.041 -3.136 2.865
C 3.002 -2.144 2.674
C 3.192 -1.619 1.402
C 2.400 -2.052 0.319
N 2.511 -1.290 -0.827
C 2.420 -1.631 -2.152
C 2.703 -2.913 -2.659
C 2.257 -3.250 -3.936
C 1.575 -2.292 -4.706
C 1.507 -0.958 -4.271
C 1.979 -0.594 -3.014
C 2.006 0.856 -2.544
O 1.805 1.700 -3.432
O 2.259 1.095 -1.299
C 1.421 -3.073 0.520
C 0.535 -3.530 -0.594
H -0.765 -4.377 1.820
H 0.484 -5.610 1.563
H 0.248 -4.902 3.167
H 1.878 -3.553 3.860
H 3.587 -1.762 3.506
H 3.927 -0.836 1.215
H 2.541 -0.192 -0.740
H 3.219 -3.629 -2.017
H 2.415 -4.258 -4.322
H 1.130 -2.562 -5.668
H 1.092 -0.175 -4.908
H 0.121 -2.695 -1.174
H 1.088 -4.171 -1.293
H -0.307 -4.124 -0.218

Atoms 1-3, force components in eV/Å:
0.2 -0.8 -1.2
1.2 0.1 -0.1
-0.2 -0.1 0.1

Output
Lowest unoccupied orbital energy (alpha / beta): -8.586 / -8.416 eV
Total charge: +2
<S²>: 2.051
Max |F|: 2.7 eV Å⁻¹
2S+1: 3

Here are the Löwdin charges for atoms 1 to 6, given in e: atom 1 (C): -0.245, atom 2 (C): -0.323, atom 3 (H): 0.048, atom 4 (H): 0.007, atom 5 (H): 0.064, atom 6 (H): 0.039